[1]
The following is a DFT calculation (wB97M-V/def2-TZVPD) of C5H10O in the gas phase in a non-equilibrium geometry.

Cartesian coordinates (Å):
C  -0.09  1.94  1.59
C  -0.30  0.74  1.04
C  -0.88  0.61  -0.33
C  0.01  -0.28  -1.25
C  0.91  -1.36  -0.58
O  0.41  -2.03  0.57
H  0.02  2.13  2.65
H  -0.24  2.78  0.91
H  -0.63  -0.11  1.64
H  -1.03  1.60  -0.78
H  -1.93  0.28  -0.38
H  -0.64  -0.82  -1.98
H  0.59  0.45  -1.83
H  1.90  -0.88  -0.50
H  1.01  -2.17  -1.33
H  0.90  -2.88  0.56

Results
HOMO level: -9.4 eV
DFT total energy: -271.67798 Ha
strongest force on any atom: 2.9 eV Å⁻¹
SMILES: C=CCCCO
energy relative to the best compared isomer or geometry (same formula, charge and spin): 195.9 kJ/mol
HOMO-LUMO gap: 10.350 eV


[2]
The following is a DFT calculation (wB97M-V/def2-TZVPD) of C5H10O in the gas phase.

Cartesian coordinates (Å):
O  -0.39  -1.16  -2.00
C  -1.40  -0.39  -1.37
C  -0.80  0.65  -0.44
C  0.08  0.09  0.66
C  1.09  1.00  1.29
C  1.56  -0.23  0.57
H  0.30  -1.30  -1.33
H  -2.10  -1.04  -0.82
H  -1.97  0.10  -2.17
H  -1.61  1.20  0.05
H  -0.24  1.38  -1.04
H  -0.45  -0.58  1.34
H  1.25  1.94  0.77
H  1.16  1.07  2.37
H  2.14  -0.10  -0.34
H  1.91  -1.05  1.19

Results
HOMO level: -10.1 eV
DFT total energy: -271.70915 Ha
strongest force on any atom: 0.3 eV Å⁻¹
SMILES: OCCC1CC1
energy relative to the best compared isomer or geometry (same formula, charge and spin): 114.1 kJ/mol
HOMO-LUMO gap: 11.201 eV


[3]
The following is a DFT calculation (wB97M-V/def2-TZVPD) of C5H10O in the gas phase.

Cartesian coordinates (Å):
C  -3.10  0.12  0.50
C  -1.78  0.36  -0.17
C  -0.63  -0.07  0.34
O  0.58  0.23  -0.18
C  1.67  -0.43  0.43
C  2.94  0.18  -0.11
H  -2.96  -0.49  1.40
H  -3.56  1.06  0.80
H  -3.80  -0.41  -0.16
H  -1.75  0.96  -1.08
H  -0.61  -0.69  1.25
H  1.62  -1.51  0.21
H  1.61  -0.31  1.52
H  3.82  -0.31  0.31
H  2.98  1.25  0.15
H  2.97  0.09  -1.20

Results
HOMO level: -8.4 eV
DFT total energy: -271.71330 Ha
strongest force on any atom: 0.3 eV Å⁻¹
SMILES: C/C=C/OCC
energy relative to the best compared isomer or geometry (same formula, charge and spin): 103.2 kJ/mol
HOMO-LUMO gap: 9.536 eV


[4]
The following is a DFT calculation (wB97M-V/def2-TZVPD) of 2 unconnected molecules or ions with the total composition C5H10O in a non-equilibrium geometry.

Cartesian coordinates (Å):
C  -2.17  -2.01  1.49
C  -2.07  -0.69  1.63
C  -1.99  0.19  0.45
H  -1.77  -2.60  2.33
H  -2.31  -2.46  0.44
H  -2.16  -0.15  2.66
H  -1.27  0.07  -0.33
H  -2.86  0.33  -0.09
H  -1.77  1.13  0.86
C  2.35  1.06  -1.88
C  2.99  0.51  -0.66
O  3.67  1.22  0.11
H  2.47  0.62  -2.84
H  2.54  2.24  -2.01
H  1.30  1.12  -1.62
H  3.06  -0.59  -0.52

Results
HOMO level: -9.5 eV
DFT total energy: -271.64837 Ha
strongest force on any atom: 4.2 eV Å⁻¹
SMILES: C=CC.CC=O
energy relative to the best compared isomer or geometry (same formula, charge and spin): 273.7 kJ/mol
HOMO-LUMO gap: 10.347 eV


[5]
The following is a DFT calculation (wB97M-V/def2-TZVPD) of C5H10O in the gas phase.

Cartesian coordinates (Å):
O  -0.74  -1.77  0.56
C  0.44  -1.06  0.20
C  0.58  0.20  1.05
C  -0.58  1.05  0.50
C  -0.36  0.92  -1.02
C  0.24  -0.50  -1.22
H  -0.91  -1.60  1.49
H  1.31  -1.74  0.27
H  0.55  0.00  2.13
H  1.53  0.69  0.82
H  -0.59  2.08  0.86
H  -1.53  0.58  0.78
H  -1.27  1.08  -1.59
H  0.36  1.68  -1.34
H  -0.41  -1.16  -1.79
H  1.21  -0.44  -1.74

Results
HOMO level: -10.1 eV
DFT total energy: -271.74563 Ha
strongest force on any atom: 0.3 eV Å⁻¹
SMILES: OC1CCCC1
energy relative to the best compared isomer or geometry (same formula, charge and spin): 18.3 kJ/mol
HOMO-LUMO gap: 11.177 eV


[6]
The following is a DFT calculation (wB97M-V/def2-TZVPD) of C5H10O in the gas phase in a non-equilibrium geometry.

Cartesian coordinates (Å):
C  1.50  -0.43  -0.53
C  0.37  0.34  -0.40
C  0.19  1.23  0.83
C  -0.54  0.45  2.06
O  -0.71  0.39  -1.28
C  -0.80  -0.95  -2.01
H  1.52  -1.20  -1.29
H  2.26  -0.38  0.26
H  -0.40  2.16  0.52
H  1.20  1.49  1.28
H  -0.64  1.06  3.08
H  0.25  -0.42  2.26
H  -1.60  0.14  1.85
H  -0.91  -2.04  -1.36
H  -1.75  -0.74  -2.48
H  0.06  -1.09  -2.80

Results
HOMO level: -8.8 eV
DFT total energy: -271.64742 Ha
strongest force on any atom: 4.1 eV Å⁻¹
SMILES: C=C(CC)OC
energy relative to the best compared isomer or geometry (same formula, charge and spin): 276.2 kJ/mol
HOMO-LUMO gap: 9.738 eV


[7]
The following is a DFT calculation (wB97M-V/def2-TZVPD) of C5H10O in the gas phase.

Cartesian coordinates (Å):
C  1.44  1.34  0.81
C  0.84  0.04  0.29
O  0.82  -0.81  1.43
C  -0.56  0.24  -0.30
C  -1.07  -0.46  -1.54
C  -1.55  -0.89  -0.19
H  0.72  1.87  1.45
H  1.77  2.01  0.01
H  2.31  1.08  1.43
H  1.50  -0.39  -0.48
H  0.65  -1.71  1.14
H  -0.97  1.24  -0.15
H  -1.77  0.08  -2.17
H  -0.41  -1.12  -2.08
H  -1.18  -1.85  0.18
H  -2.56  -0.68  0.14

Results
HOMO level: -10.3 eV
DFT total energy: -271.70814 Ha
strongest force on any atom: 0.3 eV Å⁻¹
SMILES: C[C@@H](O)C1CC1
energy relative to the best compared isomer or geometry (same formula, charge and spin): 116.8 kJ/mol
HOMO-LUMO gap: 11.306 eV


[8]
The following is a DFT calculation (wB97M-V/def2-TZVPD) of 2 unconnected molecules or ions with the total composition C5H10O in a non-equilibrium geometry.

Cartesian coordinates (Å):
C  -1.35  2.29  0.64
C  -0.38  1.43  0.88
C  -0.31  0.06  0.29
C  -0.15  -0.09  -1.01
C  -0.05  -1.39  -1.79
H  -1.45  3.29  1.06
H  -2.23  2.07  0.04
H  0.60  1.74  1.24
H  -0.67  -0.78  0.89
H  -0.17  0.71  -1.74
H  -0.07  -2.30  -1.17
H  0.89  -1.49  -2.32
H  -0.97  -1.37  -2.36
O  1.82  -1.68  1.00
H  0.91  -1.52  0.84
H  2.36  -0.99  1.34

Results
HOMO level: -9.6 eV
DFT total energy: -271.66644 Ha
strongest force on any atom: 2.9 eV Å⁻¹
SMILES: C=C/C=C/C.O
energy relative to the best compared isomer or geometry (same formula, charge and spin): 226.2 kJ/mol
HOMO-LUMO gap: 10.601 eV


[9]
The following is a DFT calculation (wB97M-V/def2-TZVPD) of a molecular structure, C5H10O.

Cartesian coordinates (Å):
C  1.90  0.28  -0.06
C  0.40  0.52  0.12
C  -0.43  0.12  -1.08
C  -1.79  0.09  -0.70
O  -1.22  -1.23  0.60
C  -0.25  -0.42  1.23
H  2.30  0.89  -0.87
H  2.45  0.51  0.86
H  2.09  -0.78  -0.31
H  0.24  1.56  0.41
H  -0.09  0.12  -2.11
H  -0.64  -1.15  -0.53
H  -2.53  -0.36  -1.36
H  -2.21  0.73  0.08
H  -0.73  0.17  2.03
H  0.52  -1.06  1.69

Results
HOMO level: -8.3 eV
DFT total energy: -271.60136 Ha
strongest force on any atom: 0.4 eV Å⁻¹
energy relative to the best compared isomer or geometry (same formula, charge and spin): 397.1 kJ/mol
HOMO-LUMO gap: 9.224 eV


[10]
The following is a DFT calculation (wB97M-V/def2-TZVPD) of C5H10O in the gas phase.

Cartesian coordinates (Å):
C  1.28  -1.72  0.10
C  0.82  -0.26  0.00
O  1.01  0.03  -1.39
C  -0.64  -0.01  0.35
C  -1.25  1.24  0.93
C  -1.32  1.02  -0.54
H  0.53  -2.38  -0.36
H  1.48  -2.06  1.12
H  2.19  -1.80  -0.49
H  1.49  0.37  0.60
H  1.30  0.94  -1.49
H  -1.21  -0.92  0.59
H  -2.18  1.13  1.48
H  -0.59  2.03  1.29
H  -0.69  1.68  -1.14
H  -2.22  0.73  -1.06

Results
HOMO level: -10.0 eV
DFT total energy: -271.69827 Ha
strongest force on any atom: 0.7 eV Å⁻¹
SMILES: C[C@@H](O)C1CC1
energy relative to the best compared isomer or geometry (same formula, charge and spin): 142.7 kJ/mol
HOMO-LUMO gap: 11.028 eV


[11]
The following is a DFT calculation (wB97M-V/def2-TZVPD) of 2 unconnected molecules or ions with the total composition C5H10O in a non-equilibrium geometry.

Cartesian coordinates (Å):
C  0.11  0.53  -1.90
C  -0.50  -0.14  -0.92
C  0.12  -1.04  0.06
C  1.40  -1.38  0.08
C  -0.84  -1.48  1.14
H  1.12  0.40  -2.24
H  -0.48  1.15  -2.56
H  -1.58  -0.04  -0.88
H  1.77  -2.00  0.89
H  2.17  -1.05  -0.61
H  -0.35  -2.01  1.95
H  -1.52  -2.21  0.71
H  -1.43  -0.67  1.58
O  -0.27  2.77  1.03
H  0.13  2.06  0.54
H  0.41  3.39  1.22

Results
HOMO level: -9.0 eV
DFT total energy: -271.69854 Ha
strongest force on any atom: 1.0 eV Å⁻¹
SMILES: C=CC(=C)C.O
energy relative to the best compared isomer or geometry (same formula, charge and spin): 142.0 kJ/mol
HOMO-LUMO gap: 9.657 eV


[12]
The following is a DFT calculation (wB97M-V/def2-TZVPD) of C5H10O in the gas phase.

Cartesian coordinates (Å):
C  1.94  0.57  -0.34
C  0.55  0.93  0.11
C  -0.52  0.13  0.05
C  -1.91  0.69  0.13
C  -0.36  -1.37  -0.18
O  0.64  -1.94  0.63
H  2.64  0.37  0.48
H  2.34  1.41  -0.91
H  1.94  -0.31  -0.98
H  0.39  1.97  0.39
H  -1.93  1.64  0.66
H  -2.63  0.01  0.59
H  -2.27  0.89  -0.89
H  -0.06  -1.58  -1.22
H  -1.33  -1.87  -0.02
H  0.56  -1.53  1.50

Results
HOMO level: -9.0 eV
DFT total energy: -271.71658 Ha
strongest force on any atom: 0.4 eV Å⁻¹
SMILES: C/C=C(/C)CO
energy relative to the best compared isomer or geometry (same formula, charge and spin): 94.6 kJ/mol
HOMO-LUMO gap: 9.984 eV


[13]
The following is a DFT calculation (wB97M-V/def2-TZVPD) of a molecular structure, C5H10O.

Cartesian coordinates (Å):
C  1.31  -0.43  1.33
C  0.65  0.01  0.05
C  0.23  -0.99  -0.92
C  -1.07  -0.23  -0.82
C  -1.00  0.68  0.81
O  -1.04  0.72  -1.81
H  2.34  -0.74  1.11
H  1.35  0.37  2.08
H  0.79  -1.29  1.77
H  1.06  0.92  -0.40
H  0.68  -0.91  -1.91
H  0.18  -2.02  -0.56
H  -1.89  1.26  0.53
H  -0.37  1.43  1.33
H  -1.32  -0.06  1.54
H  -1.86  1.23  -1.73

Results
HOMO level: -7.3 eV
DFT total energy: -271.57460 Ha
strongest force on any atom: 0.5 eV Å⁻¹
energy relative to the best compared isomer or geometry (same formula, charge and spin): 467.4 kJ/mol
HOMO-LUMO gap: 8.349 eV


[14]
The following is a DFT calculation (wB97M-V/def2-TZVPD) of C5H10O in the gas phase.

Cartesian coordinates (Å):
C  -0.56  1.45  -1.30
O  -0.06  1.28  0.01
C  0.07  -0.07  0.37
C  -1.25  -0.80  0.50
C  1.33  -0.70  -0.14
C  1.18  -0.34  1.32
H  -0.13  2.36  -1.73
H  -0.29  0.60  -1.95
H  -1.66  1.55  -1.29
H  -1.13  -1.77  0.99
H  -1.90  -0.17  1.12
H  -1.73  -0.96  -0.47
H  1.39  -1.74  -0.44
H  1.94  -0.02  -0.73
H  1.74  0.50  1.71
H  1.06  -1.16  2.03

Results
HOMO level: -9.5 eV
DFT total energy: -271.69879 Ha
strongest force on any atom: 0.3 eV Å⁻¹
SMILES: COC1(C)CC1
energy relative to the best compared isomer or geometry (same formula, charge and spin): 141.3 kJ/mol
HOMO-LUMO gap: 10.572 eV


[15]
The following is a DFT calculation (wB97M-V/def2-TZVPD) of C5H10O in the gas phase in a non-equilibrium geometry.

Cartesian coordinates (Å):
C  -2.21  -0.22  0.22
C  -0.86  0.14  -0.44
O  -0.65  1.48  -0.79
C  0.33  0.01  0.49
C  1.45  -0.89  0.38
C  1.77  0.44  -0.28
H  -2.39  0.36  1.14
H  -2.26  -1.29  0.48
H  -3.03  -0.02  -0.47
H  -0.74  -0.55  -1.30
H  0.50  1.37  -0.68
H  0.17  0.60  1.40
H  2.02  -1.10  1.27
H  1.33  -1.69  -0.34
H  2.06  0.30  -1.33
H  2.50  1.07  0.24

Results
HOMO level: -9.3 eV
DFT total energy: -271.64712 Ha
strongest force on any atom: 4.1 eV Å⁻¹
SMILES: C[C@@H](O)C1CC1
energy relative to the best compared isomer or geometry (same formula, charge and spin): 277.0 kJ/mol
HOMO-LUMO gap: 10.323 eV